# 1
An isolated ion of composition C7H11F3N3O2 and charge +1 in a non-equilibrium geometry, computed with ωB97M-V/def2-TZVPD.

```
26
C7H11F3N3O2 (ωB97M-V/def2-TZVPD)
C 1.3793 1.8342 0.9647
C -0.5143 -1.1107 0.5625
C 0.6847 0.8362 0.2260
C 1.4558 -1.3515 -0.7153
C -0.7189 2.5439 -0.9948
C -1.6374 -3.0837 1.0088
C -1.0317 -3.5485 2.3216
N -1.5342 0.3696 -0.5110
N 0.6653 -0.5592 0.2781
N -0.7342 1.2393 -0.4767
O 1.7931 1.4472 -0.3039
O -0.7385 -2.3375 0.1876
F -1.7942 -4.4626 2.8791
F -0.8805 -2.5422 3.2222
F 0.1106 -4.1921 2.0306
H 1.0111 2.7557 1.0280
H 1.9988 1.4766 1.7360
H -0.8857 -0.5717 1.4628
H 2.1821 -0.6418 -0.9257
H 2.0442 -2.2225 -0.2085
H 1.0421 -1.6827 -1.6513
H 0.1819 2.9523 -1.4229
H -1.1098 3.1185 -0.2424
H -1.2938 2.3758 -1.8729
H -1.8879 -3.8899 0.2660
H -2.5433 -2.4824 0.9338
```

Calculated values
LUMO energy	-3.65	eV
energy above the lowest of the compared OMol25 structures with the same formula, charge and spin	0.0	kcal/mol
orbital gap	10.0	eV
multiplicity	1
net charge	+1
M	226.18	g mol⁻¹

***

# 2
C2H3N3O2S as an isolated structure in a non-equilibrium geometry, computed with ωB97M-V/def2-TZVPD.

```
11
C2H3N3O2S (ωB97M-V/def2-TZVPD)
C -0.4786 0.5083 -1.1244
C -0.5983 -0.6537 -0.3534
N 0.3701 1.3874 -0.8542
N -1.4895 -1.4537 -0.6083
N 0.3398 -0.5563 0.7671
O 0.6976 1.7939 1.7178
O 2.5654 0.8589 0.2004
S 1.2064 0.9928 0.5720
H -1.2618 0.6392 -1.8493
H -1.6029 -2.2230 -0.0007
H 0.2517 -1.2939 1.5331
```

Calculated values
LUMO energy	-0.72	eV
energy above the lowest of the compared OMol25 structures with the same formula, charge and spin	37.3	kcal/mol
orbital gap	9.8	eV
multiplicity	1
M	133.13	g mol⁻¹

***

# 3
A 8-piece molecular cluster, C48H110IN7O2 overall in a non-equilibrium geometry, computed with ωB97M-V/def2-TZVPD.

```
168
C48H110IN7O2 (ωB97M-V/def2-TZVPD)
I 0.5994 0.2665 0.1050
C 5.4704 -2.9009 -0.3677
C 4.7237 -3.5253 0.7870
O 4.2907 -4.6427 0.8254
N 4.6589 -2.6969 2.0637
H 4.4451 -3.3717 2.7842
H 5.4908 -2.1985 2.3459
C 3.6128 -1.6003 1.9988
H 5.0474 -3.3603 -1.2611
H 6.5280 -3.1594 -0.3161
H 5.4214 -1.8155 -0.4550
H 2.6123 -1.8610 1.6536
H 3.9109 -0.7622 1.3689
H 3.5120 -1.2076 3.0106
C -5.7425 -3.8874 2.2643
C -5.0419 -2.9461 1.3686
O -4.7637 -3.1880 0.1834
N -4.7295 -1.5620 1.9541
H -5.3248 -0.8891 1.4926
H -4.9754 -1.5377 2.9334
C -3.2225 -1.2432 1.7909
H -6.1169 -4.8236 1.8502
H -6.6421 -3.3690 2.5962
H -5.1466 -4.1240 3.1458
H -2.6166 -2.0638 2.1751
H -2.9862 -0.4368 2.4853
H -2.9589 -0.7587 0.8508
C 0.8584 6.8590 -0.7893
C 1.5933 5.5246 -0.4296
C 2.9962 5.4463 -1.1000
N 3.6169 4.0298 -1.1670
C 5.0710 4.0700 -1.6726
C 6.1750 4.6443 -0.7050
C 6.0359 4.0572 0.6833
C 4.5393 4.0204 1.1785
C 3.5727 3.2815 0.2016
C 2.8486 3.2329 -2.2041
H 1.2581 7.6672 -0.1768
H -0.2202 6.8205 -0.6367
H 0.9275 7.1256 -1.8439
H 0.8895 4.7613 -0.7615
H 1.6078 5.5029 0.6601
H 3.6540 6.1711 -0.6203
H 2.8928 5.8062 -2.1237
H 5.1119 4.7696 -2.5075
H 5.3492 3.0836 -2.0436
H 6.2905 5.7269 -0.6534
H 7.0744 4.2716 -1.1951
H 6.7144 4.4529 1.4391
H 6.2787 3.0056 0.8356
H 4.1102 5.0155 1.2950
H 4.3924 3.5994 2.1731
H 2.5679 3.2408 0.6221
H 3.9581 2.3005 -0.0761
H 3.1952 2.2002 -2.2422
H 2.8879 3.7996 -3.1343
H 1.8277 3.2658 -1.8236
C -2.9036 -1.9312 -2.6147
C -2.3044 -1.5303 -3.9656
C -0.9249 -0.8946 -3.8675
N -0.1624 -0.7174 -5.1694
C 1.1789 0.0238 -4.8649
C 2.2016 -0.7774 -4.0087
C 2.4576 -2.1347 -4.6158
C 1.2001 -2.8687 -5.1907
C 0.2584 -1.9261 -5.9558
C -1.0472 0.1305 -6.0940
H -3.9219 -2.3096 -2.7039
H -3.0090 -1.0206 -2.0251
H -2.2356 -2.4731 -1.9452
H -2.9837 -0.7977 -4.4013
H -2.3329 -2.3603 -4.6717
H -0.3736 -1.5835 -3.2275
H -0.8318 0.0278 -3.2943
H 0.7995 0.9062 -4.3496
H 1.6239 0.3586 -5.8019
H 1.8123 -0.8860 -2.9964
H 3.1099 -0.1876 -3.8849
H 2.9244 -2.7493 -3.8461
H 3.1824 -2.0794 -5.4281
H 0.5677 -3.2673 -4.3975
H 1.5854 -3.6154 -5.8851
H -0.6444 -2.4426 -6.2818
H 0.8390 -1.5640 -6.8042
H -2.0357 -0.2891 -6.2807
H -0.5767 0.4419 -7.0266
H -1.3231 1.0339 -5.5501
C 0.9701 -2.2791 4.9366
C 0.7010 -0.8125 5.3080
C -0.1455 -0.0319 4.2660
N 0.1229 1.5220 4.3587
C 1.5416 1.8521 3.8769
C -0.2051 2.1898 5.7203
C -1.7958 2.3322 5.6865
C -2.1540 2.4775 4.2080
C -0.8567 2.1562 3.3725
H 0.0831 -2.8995 4.8081
H 1.4631 -2.7654 5.7783
H 1.5558 -2.5533 4.0591
H 1.7274 -0.4618 5.4154
H 0.2758 -0.6900 6.3042
H -1.2246 -0.1207 4.3916
H 0.1208 -0.3499 3.2580
H 2.1690 1.5598 4.7189
H 1.5886 2.9022 3.5882
H 1.7809 1.1772 3.0551
H 0.3063 3.1522 5.7408
H 0.1852 1.6087 6.5558
H -2.0679 3.2533 6.2019
H -2.2585 1.4444 6.1176
H -2.6113 3.4211 3.9100
H -2.9449 1.7542 4.0096
H -0.3817 3.0808 3.0447
H -0.9387 1.5159 2.4942
C -3.2707 -7.0055 2.6350
C -2.2384 -5.9299 2.2415
C -1.1102 -6.5999 1.5552
N 0.1245 -5.7261 1.1656
C 0.7250 -5.2720 2.4480
C -0.3125 -4.4798 0.3410
C 0.8834 -4.3827 -0.6479
C 1.2460 -5.8977 -0.9645
C 1.0896 -6.6403 0.2738
H -2.8016 -7.9057 3.0320
H -3.8285 -7.4821 1.8290
H -3.9838 -6.6531 3.3803
H -1.8915 -5.4872 3.1752
H -2.7339 -5.1548 1.6568
H -1.3855 -7.1425 0.6508
H -0.7673 -7.4373 2.1628
H 1.6258 -4.7257 2.1685
H 1.0104 -6.1517 3.0249
H 0.0085 -4.6027 2.9243
H -0.3652 -3.6261 1.0167
H -1.2092 -4.7283 -0.2265
H 1.7402 -3.8669 -0.2143
H 0.6630 -3.8335 -1.5632
H 2.2707 -5.9513 -1.3323
H 0.5783 -6.2952 -1.7288
H 2.0477 -6.5842 0.7906
H 0.6384 -7.6289 0.1891
C -4.8893 3.4132 -4.6191
C -4.7062 3.1876 -3.1129
C -3.2386 3.5216 -2.6838
N -2.9832 3.4379 -1.1997
C -3.2026 1.9834 -0.7250
C -3.8980 4.3337 -0.3469
C -3.0852 4.6103 0.9411
C -1.6090 4.0818 0.6706
C -1.5922 3.8879 -0.8464
H -4.1473 2.7628 -5.0823
H -4.6750 4.4528 -4.8666
H -5.9438 3.2586 -4.8477
H -5.0291 2.1501 -3.0265
H -5.4642 3.7318 -2.5497
H -2.9588 4.5597 -2.8627
H -2.4619 2.8717 -3.0868
H -4.2389 1.7385 -0.9580
H -3.0386 1.8974 0.3492
H -2.4881 1.4143 -1.3197
H -4.8684 3.8507 -0.2315
H -4.1987 5.2373 -0.8771
H -3.5855 4.2380 1.8350
H -3.0991 5.6919 1.0751
H -1.4852 3.1413 1.2074
H -0.8303 4.7818 0.9734
H -0.9266 3.1181 -1.2367
H -1.3783 4.7973 -1.4080
```

Calculated values
LUMO energy	-12.56	eV
orbital gap	8.2	eV
multiplicity	1
net charge	+6
M	944.36	g mol⁻¹

***

# 4
The molecule C2H3Cl2N in a non-equilibrium geometry, computed with ωB97M-V/def2-TZVPD.

```
8
C2H3Cl2N (ωB97M-V/def2-TZVPD)
C 0.3033 -0.4597 0.1033
C -0.8299 0.5208 0.0928
N 0.7845 -0.8842 -1.1232
Cl 1.1594 -0.8457 1.5829
Cl -0.2626 2.0770 0.8806
H -1.6421 0.3619 0.6952
H -1.0751 0.6828 -0.8939
H 1.5624 -1.4530 -1.3377
```

Calculated values
LUMO energy	-0.03	eV
energy above the lowest of the compared OMol25 structures with the same formula, charge and spin	14.0	kcal/mol
orbital gap	10.4	eV
multiplicity	1
SMILES	[H]/N=C(\Cl)CCl
M	111.96	g mol⁻¹

***

# 5
A 11-piece molecular cluster, C31H89O44P9S2 overall in a non-equilibrium geometry, computed with ωB97M-V/def2-TZVPD.

```
175
C31H89O44P9S2 (ωB97M-V/def2-TZVPD)
C -2.2215 -11.7378 7.0739
O -3.3599 -10.8185 7.0545
P -3.5472 -9.7064 8.2347
O -4.8931 -9.0036 8.2954
O -3.2233 -10.5470 9.6270
C -4.1467 -11.4915 10.1812
O -2.1751 -8.8302 8.1292
C -2.0010 -7.6968 7.2372
H -1.3889 -11.3023 6.5215
H -2.4518 -12.5756 6.4157
H -1.9984 -12.1130 8.0727
H -3.9867 -12.4911 9.7770
H -5.1990 -11.2128 10.2354
H -3.8365 -11.5122 11.2260
H -0.9410 -7.5349 7.0415
H -2.6406 -6.8566 7.5074
H -2.5210 -7.7707 6.2821
C 2.0495 -8.2193 -7.6701
O 3.4699 -7.7960 -7.6948
P 3.5895 -6.1759 -7.9298
O 3.3547 -5.7085 -9.2858
O 5.0990 -5.8417 -7.4118
C 6.1710 -6.6664 -7.9507
O 2.6710 -5.4803 -6.8038
C 2.5679 -4.0011 -6.6833
H 2.1252 -9.2983 -7.5355
H 1.5740 -8.2338 -8.6508
H 1.4148 -7.7064 -6.9475
H 6.9187 -5.8756 -8.0110
H 6.1625 -6.9706 -8.9974
H 6.3786 -7.5585 -7.3598
H 1.5355 -3.6637 -6.5928
H 3.0882 -3.5116 -7.5066
H 2.9489 -3.6319 -5.7312
C -6.0151 8.6912 -2.8137
O -4.9606 9.0721 -3.6758
P -5.3011 9.7717 -5.0800
O -5.9684 8.9249 -6.1405
O -5.9315 11.1684 -4.5149
C -5.3294 12.4061 -4.8809
O -3.8069 10.3033 -5.5972
C -2.8191 9.3698 -5.8317
H -6.1700 9.5173 -2.1196
H -5.8443 7.7957 -2.2161
H -6.9340 8.4560 -3.3507
H -6.1809 13.0417 -4.6382
H -5.1220 12.3438 -5.9492
H -4.4017 12.7326 -4.4108
H -2.9962 8.6440 -6.6254
H -2.4006 8.8286 -4.9831
H -1.9578 9.9590 -6.1466
C -6.3231 -2.9663 -4.1813
O -5.3434 -2.9745 -5.1595
P -4.5189 -4.3842 -5.3475
O -5.4030 -5.5459 -5.4008
O -3.5439 -4.0588 -6.5604
C -3.3760 -5.0507 -7.5820
O -3.3974 -4.4467 -4.1656
C -3.3647 -5.5991 -3.3109
H -6.3409 -1.9595 -3.7640
H -6.1608 -3.4518 -3.2189
H -7.2713 -3.0410 -4.7137
H -3.7843 -6.0603 -7.5360
H -2.3296 -5.0347 -7.8867
H -3.8377 -4.6538 -8.4861
H -2.7731 -5.3624 -2.4266
H -2.7284 -6.3701 -3.7455
H -4.3934 -5.8621 -3.0646
C -2.3165 10.0114 1.9077
O -2.0514 11.4644 1.9225
P -1.9284 12.3584 0.5639
O -1.2522 13.7184 0.6761
O -1.4021 11.4083 -0.5756
C -0.0358 10.9877 -0.5889
O -3.4795 12.5488 0.1700
C -4.2524 13.7131 0.7472
H -2.6832 9.6110 0.9625
H -2.9647 9.8142 2.7615
H -1.3852 9.5125 2.1755
H 0.5381 11.8371 -0.2186
H 0.2496 10.7257 -1.6078
H 0.0657 10.0780 0.0030
H -4.9957 13.4272 1.4914
H -4.7021 14.2667 -0.0769
H -3.5993 14.4470 1.2195
C 11.0711 -1.7121 -1.1541
O 10.6429 -1.5322 -2.5012
P 9.6099 -0.3521 -2.9001
O 10.1641 1.0199 -3.0556
O 9.0753 -1.0117 -4.3155
C 8.4611 -0.2308 -5.3134
O 8.2935 -0.4114 -1.8842
C 7.3494 -1.3924 -2.0392
H 12.1378 -1.9204 -1.0709
H 10.3574 -2.3721 -0.6611
H 10.8406 -0.7692 -0.6582
H 7.9395 -1.0173 -5.8588
H 9.2753 0.1459 -5.9326
H 7.7313 0.5032 -4.9718
H 7.5030 -2.2786 -1.4236
H 7.3283 -1.7326 -3.0746
H 6.3236 -1.1420 -1.7688
C 1.5653 3.5764 -2.1568
O 1.6070 2.2954 -1.5856
P 0.4149 1.8593 -0.5798
O -0.2116 3.0025 0.1772
O -0.5220 0.9957 -1.5025
C -1.0726 1.5334 -2.6608
O 1.0080 0.6894 0.3909
C 0.3004 0.2642 1.6124
H 2.6007 3.8796 -2.3119
H 1.0298 4.3444 -1.5986
H 1.0946 3.6184 -3.1390
H -1.7835 0.7120 -2.7510
H -0.4387 1.4971 -3.5467
H -1.5595 2.4983 -2.5197
H -0.7309 0.6127 1.6684
H 0.8871 0.6204 2.4592
H 0.3616 -0.8066 1.8064
C 7.1323 -4.2388 6.3064
O 7.7244 -3.4161 7.3279
P 8.8426 -2.3659 6.8664
O 9.5688 -2.5864 5.6304
O 8.0710 -0.9217 6.9751
C 7.3097 -0.3704 5.8651
O 9.9628 -2.3887 8.0173
C 9.6786 -1.9796 9.3300
H 7.7093 -4.3233 5.3855
H 6.1752 -3.8685 5.9388
H 6.6758 -5.1458 6.7028
H 7.8941 0.5118 5.6036
H 6.3259 -0.1097 6.2554
H 7.3996 -0.9683 4.9581
H 8.5982 -1.9623 9.4738
H 9.9617 -0.9763 9.6486
H 10.2336 -2.6489 9.9872
C 0.5963 1.6071 12.1744
O -0.7093 1.1954 11.8054
P -0.8976 0.5685 10.3911
O -0.3982 -0.8072 10.2385
O -2.4943 0.7142 10.1237
C -3.3763 -0.4066 10.2056
O -0.2690 1.6716 9.3045
C -0.8066 3.0225 9.1472
H 0.4851 2.6901 12.1220
H 1.3898 1.2976 11.4941
H 0.8852 1.5345 13.2229
H -4.0948 -0.3564 11.0238
H -2.7596 -1.3041 10.2531
H -3.9975 -0.4333 9.3103
H -1.6321 3.3907 9.7564
H -1.0627 3.1600 8.0967
H 0.0013 3.7441 9.2685
C -8.0939 -2.7673 4.0121
C -9.1111 -1.8162 4.5766
O -8.7149 -0.4626 4.4161
S -7.1404 -0.4306 3.7725
O -6.1089 -0.3258 4.7908
O -7.2306 0.6002 2.7298
O -7.1433 -1.9603 3.2401
H -8.4077 -3.5953 3.3764
H -7.5423 -3.0829 4.8977
H -9.3168 -2.1030 5.6079
H -10.1062 -1.9454 4.1511
C 0.2556 -0.2689 -12.5245
C -1.2712 -0.3031 -12.9478
O -1.6849 1.0584 -12.7950
S -0.9186 1.7375 -11.5127
O -1.8104 1.6200 -10.3616
O -0.4660 3.0995 -11.8861
O 0.3894 0.6523 -11.4672
H 0.9462 0.0228 -13.3157
H 0.6461 -1.1904 -12.0927
H -1.9040 -0.8931 -12.2846
H -1.4064 -0.7556 -13.9301
```

Calculated values
LUMO energy	0.05	eV
energy above the lowest of the compared OMol25 structures with the same formula, charge and spin	166.7	kcal/mol
orbital gap	10.4	eV
multiplicity	1
SMILES	COP(=O)(OC)OC.COP(=O)(OC)OC.COP(=O)(OC)OC.COP(=O)(OC)OC.COP(=O)(OC)OC.COP(=O)(OC)OC.COP(=O)(OC)OC.COP(=O)(OC)OC.COP(=O)(OC)OC.O=S1(=O)OCCO1.O=S1(=O)OCCO1
M	1508.91	g mol⁻¹

***

# 6
A 2-piece molecular cluster, C5H11NO overall in a non-equilibrium geometry, computed with ωB97M-V/def2-TZVPD.

```
18
C5H11NO (ωB97M-V/def2-TZVPD)
C -2.0466 -0.0911 -0.8912
C -1.4918 0.9808 0.0234
C -0.8914 0.5327 1.2464
N 0.5191 -0.8727 0.6537
C 1.4012 -0.1103 0.0030
O 1.1851 1.0849 -0.2331
C 2.7515 -0.6677 -0.4404
H -2.9477 0.2571 -1.3991
H -1.2968 -0.3475 -1.6504
H -2.2516 -1.0069 -0.3271
H -0.9922 1.8139 -0.4802
H -2.2283 1.4105 0.8404
H -0.4017 1.3487 1.7899
H -1.4629 -0.1854 1.8119
H 0.8430 -1.8532 0.7228
H 2.8832 -0.4485 -1.5036
H 2.9009 -1.7365 -0.2632
H 3.5271 -0.1086 0.0969
```

Calculated values
LUMO energy	0.83	eV
energy above the lowest of the compared OMol25 structures with the same formula, charge and spin	74.1	kcal/mol
orbital gap	9.6	eV
multiplicity	1
M	101.15	g mol⁻¹

***

# 7
The molecule C8H10OS in a non-equilibrium geometry, computed with ωB97M-V/def2-TZVPD.

```
20
C8H10OS (ωB97M-V/def2-TZVPD)
C -0.1220 1.1667 2.1967
C 0.2444 2.3335 1.5142
C -0.2884 -0.0564 1.4930
C 0.1434 2.2577 0.1766
C -0.4995 -0.2005 0.1759
C -0.2364 1.0180 -0.5085
C 0.4607 -2.1517 -1.0902
C -0.8369 -1.4538 -0.5534
O -0.4556 1.2050 -1.8067
S 0.4433 4.0617 2.6013
H -0.3596 1.2038 3.3360
H 1.3785 4.3430 1.6659
H -0.5009 -0.9386 2.1108
H 0.3760 3.0586 -0.3897
H 1.1745 -1.4225 -1.2437
H 0.2224 -2.6721 -1.9682
H 0.8359 -2.9920 -0.3531
H -1.2658 -2.1414 0.0801
H -1.5595 -1.1677 -1.3921
H -0.6814 2.0738 -2.1639
```

Calculated values
LUMO energy	0.64	eV
energy above the lowest of the compared OMol25 structures with the same formula, charge and spin	22.5	kcal/mol
orbital gap	8.9	eV
multiplicity	1
SMILES	CCc1ccc(S)cc1O
M	154.23	g mol⁻¹

***

# 8
C29H24Co2O11 as an isolated structure in a non-equilibrium geometry, computed with ωB97M-V/def2-TZVPD.

```
66
C29H24Co2O11 (ωB97M-V/def2-TZVPD)
C -3.4210 1.2591 3.4875
C -2.6355 1.8327 2.3438
O -2.5397 0.7339 1.3934
C -1.7744 1.0139 0.3196
C -1.6223 -0.0927 -0.6578
C -1.7791 -1.5111 -0.2646
O -2.0026 -2.4442 -1.0279
O -1.7057 -1.7301 1.0697
C -2.1095 -3.0646 1.4494
C -2.2838 -3.0050 2.9349
C -1.6772 0.2213 -2.0390
C -1.3564 -0.7533 -3.0431
C -1.7461 -0.5850 -4.3510
C -2.4279 0.5949 -4.7525
O -2.8631 0.6429 -6.0418
C -3.5175 1.8541 -6.4856
C -2.5887 1.6483 -3.8184
C -2.1705 1.4768 -2.5089
O -1.2316 2.1059 0.1883
H -3.5120 1.9702 4.3125
H -4.4360 0.9944 3.1711
H -2.9332 0.3536 3.8621
H -3.1556 2.6714 1.8583
H -1.6227 2.1386 2.6462
H -3.0594 -3.2925 0.9574
H -1.3391 -3.7776 1.1251
H -2.5877 -3.9838 3.3035
H -1.3638 -2.7078 3.4444
H -3.0729 -2.2917 3.1984
H -0.8357 -1.6591 -2.7474
H -1.5585 -1.3509 -5.1040
H -3.6860 1.6996 -7.5511
H -4.4779 1.9895 -5.9673
H -2.8738 2.7315 -6.3267
H -3.0341 2.5984 -4.1242
H -2.2600 2.3038 -1.8093
O 6.2978 -3.1595 -2.5363
C 5.5174 -2.5429 -1.9491
Co 4.3092 -1.6077 -1.0531
C 3.1712 -2.9410 -0.9591
O 2.3758 -3.7722 -0.8695
C 4.7370 -1.7432 0.6636
O 4.9475 -1.7825 1.7985
C 2.6812 -0.4118 -1.3059
C 2.1122 0.2583 -0.2412
C 1.0216 0.1336 0.5723
C 1.0428 0.5360 1.9656
C 0.2591 -0.1511 2.9308
C 0.5605 -0.0806 4.2843
C 1.6270 0.7240 4.7147
C 2.3279 1.5046 3.7895
C 1.9717 1.4857 2.4460
Co 3.7694 0.8738 -0.6754
C 5.3951 0.3152 -1.3584
O 6.4781 0.5370 -1.7378
C 4.6341 1.2079 0.8365
O 5.2894 1.4367 1.7617
C 3.7150 2.5707 -1.2311
O 3.7424 3.6855 -1.5332
H 2.1179 -0.6309 -2.2197
H 0.2451 -0.5881 0.2783
H -0.5464 -0.7995 2.5777
H -0.0265 -0.6785 4.9934
H 1.9112 0.7250 5.7656
H 3.1610 2.1292 4.1127
H 2.4149 2.1808 1.7334
```

Calculated values
LUMO energy	-3.45	eV
energy above the lowest of the compared OMol25 structures with the same formula, charge and spin	62.7	kcal/mol
orbital gap	3.3	eV
multiplicity	1
M	666.37	g mol⁻¹